Record 1
Density functional theory data (ωB97M-V with the def2-TZVPD basis set) for the ion C6H7N4S2 with charge +1 in a non-equilibrium geometry.

As for the net charge: +1. As for the calculated total energy: -1247.67759 Ha. Its highest occupied orbital energy (alpha / beta) is -11.882 / -12.092 eV. The calculation puts the lowest unoccupied orbital energy (alpha / beta) at -7.1 / -5.3 eV. As for the energy above the lowest of the compared OMol25 structures with the same formula, charge and spin: 63.5 kcal per mole.

```
19
Properties=species:S:1:pos:R:3:forces:R:3:nbo_charge:R:1
C 2.3218 -2.0834 0.7376 -1.09 0.06 -0.05 0.120
C 2.0475 -0.9796 0.1217 2.54 -1.77 -0.32 -0.063
C 3.2888 -0.4832 -0.7100 -0.66 -4.11 -1.64 0.160
C 2.9432 1.6352 0.1112 2.00 1.74 0.75 -0.023
C 1.6792 1.3518 0.4082 -1.53 -0.15 0.68 -0.019
C -5.0469 0.2364 -0.1680 2.57 0.47 1.13 -0.687
N -0.1588 0.0443 0.2063 -3.30 -0.20 -0.39 -0.050
N 3.6423 0.6890 -0.6078 1.48 1.81 -0.40 -0.358
N 1.1935 0.0270 0.2587 -1.97 2.80 0.09 -0.144
N -0.8313 -0.9650 -0.1979 2.19 -0.02 0.68 -0.376
S -3.3309 0.7828 0.1327 0.76 -0.58 -0.07 0.105
S -2.4416 -1.1311 -0.2659 0.50 1.56 0.25 0.571
H 2.6251 -3.0889 0.9624 0.29 0.14 -0.24 0.263
H 3.6662 -1.3256 -1.4651 -0.33 2.20 1.86 0.254
H 3.4900 2.6472 0.3903 -1.47 -2.31 -0.96 0.269
H 0.9111 2.0844 0.7318 0.69 -0.78 -0.24 0.279
H -5.5589 1.0016 -0.5939 -1.21 2.38 -1.74 0.241
H -5.4812 0.1161 0.7586 -0.96 -1.15 1.87 0.233
H -4.9590 -0.5589 -0.8108 -0.52 -2.10 -1.28 0.225
```
Forces are in eV/Å.

---

Record 2
Density functional theory data (ωB97M-V with the def2-TZVPD basis set) for a cluster of 5 separate species, C4H16FO4 in total in a non-equilibrium geometry.

As for the calculated total energy: -562.60235 Ha. As for the multiplicity: 2. Its highest occupied orbital energy (alpha / beta) is -10.016 / -9.803 eV. The calculation puts the lowest unoccupied orbital energy (alpha / beta) at 0.5 / -5.7 eV. Its expectation value of S² is 0.7574.

```
25
Properties=species:S:1:pos:R:3:forces:R:3:lowdin_spin:R:1
F 1.3834 -1.1470 -0.3111 -0.33 0.48 0.14 0.498
C 0.0791 -0.8148 3.1026 -0.27 -0.49 -0.75 0.018
O 1.2742 -1.3534 2.5605 -0.11 0.39 1.03 0.065
H -0.2594 0.0290 2.5013 0.00 0.46 -0.01 0.007
H -0.7072 -1.5620 2.9949 -0.30 -0.10 0.24 0.006
H 0.1351 -0.5119 4.1482 0.56 -0.15 -0.15 0.000
H 1.1048 -1.4976 1.6267 0.25 -0.11 -0.46 0.001
C 1.3011 2.9067 0.8030 -1.14 1.87 -0.29 0.055
O 1.4715 1.5921 1.0361 1.60 -1.74 0.52 0.290
H 2.0976 3.5552 1.1679 0.02 -0.39 -0.03 0.001
H 1.0000 3.1355 -0.2193 0.55 0.01 -0.49 0.015
H 0.3560 3.1337 1.2963 -0.29 0.71 0.62 0.032
H 0.7748 1.1341 0.5602 -0.90 -0.77 -0.35 -0.003
C -1.0493 1.3656 -1.4211 0.51 -0.68 -1.01 0.000
O -0.7814 0.5728 -0.2726 -0.79 1.19 1.06 0.002
H -0.1025 1.6735 -1.8647 -0.01 0.19 -0.22 0.000
H -1.5959 0.7957 -2.1725 0.07 -0.22 -0.08 0.000
H -1.6717 2.2479 -1.2718 0.17 -0.12 0.93 0.000
H -0.1742 -0.1566 -0.4174 0.34 -0.54 -0.78 -0.003
C -1.1214 -2.5236 -2.4264 0.56 -1.05 0.56 0.001
O 0.2926 -2.8240 -2.4074 -1.04 0.44 -0.35 0.017
H -1.4557 -1.4968 -2.2772 0.63 0.40 -0.60 0.000
H -1.4893 -2.9756 -3.3475 -0.14 0.41 0.00 0.001
H -1.6256 -3.0205 -1.5976 0.02 -0.45 0.12 0.001
H 0.7633 -2.2581 -1.7912 0.03 0.27 0.34 -0.002
```
Forces are in eV/Å.

---

Record 3
Density functional theory data (ωB97M-V with the def2-TZVPD basis set) for a structure of composition C18H42AsN2SeSi3V.

As for the net charge: +1. As for the calculated total energy: -7270.22023 Ha. As for the multiplicity: 4. Its highest occupied orbital energy (alpha / beta) is -10.067 / -10.290 eV. The calculation puts the lowest unoccupied orbital energy (alpha / beta) at -2.3 / -2.4 eV. Its expectation value of S² is 3.7651.

```
68
Properties=species:S:1:pos:R:3:forces:R:3:lowdin_spin:R:1
V 0.0290 0.6868 0.4510 -0.01 0.03 0.13 2.830
N 1.9167 -0.3843 0.5325 0.25 -0.09 0.01 0.026
C 2.8354 0.1128 1.5937 -0.05 0.00 0.01 0.010
C 2.2647 -0.1040 2.9877 -0.05 0.02 0.00 0.001
C 1.0732 0.7779 3.3454 0.00 -0.01 -0.02 0.010
N -0.1547 0.3411 2.6265 -0.03 -0.03 -0.16 0.026
H 1.8563 -1.3981 0.6066 -0.03 0.02 -0.02 0.004
H 2.3539 -0.2029 -0.3699 0.01 -0.05 0.02 0.006
H 2.9773 1.1772 1.4061 0.03 0.01 0.03 0.001
H 3.8079 -0.3760 1.5115 -0.02 -0.03 0.01 0.001
H 3.0652 0.0896 3.7028 -0.03 0.05 0.03 0.000
H 1.9907 -1.1570 3.1295 0.04 -0.01 -0.01 0.000
H 1.2718 1.8128 3.0588 0.00 -0.01 0.01 0.002
H 0.8996 0.7564 4.4226 0.05 -0.03 0.01 0.000
H -0.9661 0.8284 3.0001 0.05 0.06 -0.03 0.006
H -0.3224 -0.6417 2.8372 -0.01 0.01 -0.01 0.004
C -5.8910 0.6086 0.0212 0.06 0.01 0.07 0.002
Si -4.2940 0.8469 0.9638 0.00 -0.02 -0.03 0.009
C -4.1199 2.6075 1.5764 0.02 -0.04 0.00 0.001
C -4.2129 -0.3560 2.4031 0.02 0.04 -0.05 0.001
As -2.4151 0.4087 -0.4174 -0.35 -0.06 0.04 0.025
Si -2.3561 -1.9393 -0.7087 -0.05 0.01 -0.06 0.002
C -4.0420 -2.6649 -1.0690 0.07 0.00 0.09 -0.001
C -1.6495 -2.6520 0.8895 0.00 0.01 -0.09 0.004
C -1.1571 -2.2882 -2.1052 -0.03 0.02 0.01 0.005
Si -2.7947 1.4244 -2.5431 -0.03 0.05 -0.02 0.002
C -1.2788 1.1378 -3.6023 -0.06 0.03 0.07 0.002
C -4.2935 0.6569 -3.3622 0.10 0.03 -0.04 0.000
C -3.0926 3.2296 -2.1576 0.02 -0.08 0.01 0.000
H -6.7285 0.6344 0.7231 -0.01 0.01 0.00 0.000
H -5.9249 -0.3457 -0.5053 0.01 -0.01 0.01 0.000
H -6.0486 1.4054 -0.7062 0.02 0.02 -0.01 0.000
H -4.6707 2.7310 2.5119 -0.03 0.02 -0.01 0.000
H -4.5198 3.3238 0.8569 0.02 -0.01 -0.03 0.000
H -3.0783 2.8825 1.7553 -0.02 -0.05 0.02 0.001
H -5.0122 -0.1244 3.1111 -0.01 0.01 0.00 0.000
H -3.2686 -0.2937 2.9493 0.01 0.02 0.00 0.000
H -4.3476 -1.3907 2.0838 0.00 0.00 -0.02 0.000
H -4.6758 -2.6776 -0.1803 0.00 0.02 0.01 0.000
H -3.9265 -3.6981 -1.4059 0.00 -0.01 0.01 0.000
H -4.5710 -2.1180 -1.8490 0.03 0.02 -0.03 0.000
H -2.0015 -2.1291 1.7793 -0.05 0.01 0.00 0.000
H -0.5555 -2.6187 0.8712 0.01 0.03 0.02 0.001
H -1.9344 -3.7014 0.9951 0.02 -0.02 -0.02 0.001
H -1.5930 -2.0709 -3.0815 -0.03 0.01 0.00 0.000
H -0.8753 -3.3441 -2.0949 -0.01 -0.01 -0.02 0.000
H -0.2423 -1.6947 -2.0234 -0.01 -0.01 0.04 0.004
H -1.3725 0.2196 -4.1841 0.01 -0.02 0.02 0.000
H -0.3553 1.1014 -3.0239 -0.02 0.03 0.02 0.002
H -1.1859 1.9689 -4.3057 -0.01 -0.01 -0.04 0.000
H -4.2445 -0.4322 -3.3868 0.04 -0.02 0.00 0.000
H -4.3235 0.9983 -4.4008 -0.03 0.02 0.00 0.000
H -5.2314 0.9479 -2.8915 -0.01 0.00 0.05 0.000
H -2.4217 3.6110 -1.3855 -0.01 -0.04 -0.04 0.000
H -4.1211 3.3940 -1.8288 -0.01 -0.02 0.01 0.000
H -2.9326 3.8292 -3.0569 -0.03 0.00 -0.02 0.000
Se 1.2457 2.4355 -0.7499 0.22 0.12 0.09 -0.015
C 0.1168 3.9658 -0.5368 -0.06 -0.03 -0.09 0.009
C 0.0556 4.9134 -1.5548 -0.03 0.00 -0.02 -0.002
C -0.7698 6.0207 -1.4292 0.00 0.01 0.01 0.001
C -1.5434 6.1978 -0.2895 0.02 0.01 -0.02 -0.002
C -1.4765 5.2629 0.7323 0.00 0.00 0.00 0.002
C -0.6474 4.1557 0.6103 -0.03 -0.02 0.07 0.007
H 0.6492 4.7810 -2.4500 0.02 -0.01 0.01 -0.001
H -0.8079 6.7489 -2.2288 0.00 0.01 0.00 0.000
H -2.1830 7.0648 -0.1943 -0.01 0.00 0.00 0.000
H -2.0638 5.3980 1.6320 0.00 0.00 0.00 0.000
H -0.5863 3.4411 1.4269 0.03 0.01 -0.03 0.006
```
Forces are in eV/Å.

---

Record 4
Density functional theory data (ωB97M-V with the def2-TZVPD basis set) for a structure of composition C12H9F9I2IrO5SSc in a non-equilibrium geometry.

As for the net charge: +4. As for the calculated total energy: -3594.55792 Ha. As for the multiplicity: 5. Its highest occupied orbital energy (alpha / beta) is -23.867 / -23.842 eV. The calculation puts the lowest unoccupied orbital energy (alpha / beta) at -16.4 / -19.0 eV. Its expectation value of S² is 6.0153. As for the energy above the lowest of the compared OMol25 structures with the same formula, charge and spin: 38.1 kcal per mole.

```
40
Properties=species:S:1:pos:R:3:forces:R:3:lowdin_spin:R:1
I 2.1375 2.2782 -1.5825 0.85 0.84 -0.77 0.864
I -1.9338 -2.4742 0.4469 -0.39 -0.26 -0.14 1.188
Ir 0.7465 -1.8996 0.4681 -1.90 1.06 -1.52 0.524
Sc 0.3046 1.0707 0.0463 -2.50 1.51 2.02 0.124
S -0.2084 -0.8997 -1.4884 0.10 0.24 0.03 0.592
C 2.5434 -1.2090 0.3829 5.43 1.61 0.09 0.042
C 1.8345 1.4906 1.7469 4.09 1.07 3.25 0.027
C 0.5887 -1.5822 -3.0595 0.63 -1.42 -1.85 0.090
C -0.5204 -2.4189 -3.7108 -0.61 0.22 0.43 0.028
C 1.8165 -2.4151 -2.7311 0.03 0.27 0.58 0.027
C 0.9169 -0.3865 -3.9390 -0.75 0.89 0.67 0.083
C 0.3225 -1.6412 2.3341 -0.89 0.11 5.33 0.077
C 1.2778 -3.7309 0.7203 2.27 -6.82 1.58 0.099
O 2.6904 1.7041 2.4830 -3.49 -0.83 -2.79 0.010
O 3.6280 -0.7922 0.3364 -4.77 -1.85 0.16 0.029
O -0.0526 -1.6231 3.4216 1.40 0.10 -3.87 0.019
O 1.6023 -4.8245 0.9123 -1.41 4.67 -0.93 0.035
H -0.1290 -2.8800 -4.6290 0.00 0.14 0.22 0.006
H -1.3622 -1.7667 -3.9725 0.06 -0.28 -0.12 0.001
H -0.8828 -3.2059 -3.0375 0.15 -0.03 -0.27 0.002
H 2.1380 -2.9310 -3.6474 -0.05 0.10 0.25 0.001
H 1.5923 -3.1641 -1.9596 0.08 -0.15 -0.33 0.015
H 2.6318 -1.7721 -2.3797 0.07 -0.17 -0.15 0.000
H 1.3809 -0.7443 -4.8692 0.01 -0.05 0.18 0.019
H 1.5984 0.3118 -3.4333 0.22 -0.17 -0.29 0.034
H -0.0034 0.1552 -4.1854 0.22 -0.01 -0.25 0.001
F -1.9611 0.6608 3.9964 0.55 0.86 -0.48 0.000
C -1.2889 1.8020 3.7131 -0.64 0.43 2.36 0.000
F -1.6135 2.7426 4.6388 0.49 -1.41 -1.70 0.000
F 0.0322 1.5151 3.8489 -0.46 0.00 -0.34 0.000
C -1.5842 2.2782 2.2594 -0.69 0.16 0.74 0.003
O -0.9965 1.3788 1.3835 1.72 -0.56 -1.78 0.046
C -3.1188 2.2256 1.9585 -2.33 1.25 0.27 0.002
F -3.8619 2.8803 2.8915 1.50 -1.11 -1.31 0.001
F -3.3701 2.7870 0.7459 0.58 -0.58 1.05 0.000
F -3.5396 0.9417 1.8960 0.52 0.59 0.00 0.005
C -0.9949 3.7080 2.0574 -0.29 2.24 0.58 0.002
F -1.7359 4.6587 2.6633 1.06 -1.67 -1.04 0.001
F 0.2784 3.7753 2.5490 -0.96 -0.36 -0.58 0.001
F -0.9039 3.9962 0.7244 0.09 -0.63 0.72 0.001
```
Forces are in eV/Å.

---

Record 5
Density functional theory data (ωB97M-V with the def2-TZVPD basis set) for the molecule C5H7FO2 in a non-equilibrium geometry.

As for the calculated total energy: -445.01873 Ha. Its SMILES is C=C1OC[C@@H](O)[C@@H]1F. Its highest occupied orbital energy is -9.081 eV. The calculation puts the lowest unoccupied orbital energy at 0.7 eV. As for the energy above the lowest of the compared OMol25 structures with the same formula, charge and spin: 9.3 kcal per mole.

```
15
Properties=species:S:1:pos:R:3:forces:R:3:nbo_charge:R:1
C 2.4864 0.0154 0.0370 -1.27 1.39 0.41 -0.478
C 1.1875 -0.2485 0.1080 0.00 -0.14 0.05 0.274
O 0.6627 -1.5182 -0.0559 0.80 0.57 0.20 -0.493
C -0.7486 -1.4666 -0.0314 -0.37 -1.19 -1.43 -0.089
C -1.1210 -0.0203 -0.3261 0.16 0.45 -2.11 0.036
O -2.4061 0.3507 0.0794 0.10 -0.11 0.64 -0.679
C 0.0322 0.7317 0.3365 0.66 -0.85 -1.10 0.132
F 0.3021 1.9633 -0.2324 -0.24 -0.26 0.45 -0.337
H 2.8177 1.0381 0.1612 -0.18 0.02 0.02 0.216
H 3.2380 -0.6891 -0.1156 0.84 -1.29 -0.32 0.214
H -1.1111 -1.7539 0.9530 -0.21 -0.19 0.20 0.168
H -1.0800 -2.2299 -0.8218 0.05 1.22 1.27 0.208
H -1.0821 0.1673 -1.4568 0.07 -0.19 1.55 0.202
H -2.3957 0.2453 1.0430 -0.45 0.14 -0.16 0.458
H -0.1779 0.8223 1.3969 0.04 0.45 0.34 0.168
```
Forces are in eV/Å.

---

Record 6
Density functional theory data (ωB97M-V with the def2-TZVPD basis set) for the molecule C8H14O3 in a non-equilibrium geometry.

As for the calculated total energy: -538.88643 Ha. Its SMILES is CC(=O)C(=O)OCCC(C)C. Its highest occupied orbital energy is -10.264 eV. The calculation puts the lowest unoccupied orbital energy at -0.6 eV. As for the energy above the lowest of the compared OMol25 structures with the same formula, charge and spin: 46.1 kcal per mole.

```
25
Properties=species:S:1:pos:R:3:forces:R:3:nbo_charge:R:1
C -1.7773 3.6744 2.5116 1.58 0.28 1.25 -0.712
C -2.1130 2.3717 1.8578 -5.13 1.77 -0.14 0.443
O -3.3260 2.1585 1.7122 2.13 -0.41 0.15 -0.460
C -1.1334 1.4705 1.2920 5.23 -2.47 -0.81 0.690
O 0.0657 1.6222 1.6490 -3.71 -0.97 -1.34 -0.545
O -1.5965 0.4939 0.3965 0.46 1.02 1.66 -0.485
C -0.7890 -0.7053 0.2243 -0.11 -1.66 1.20 -0.084
C -0.1423 -0.8413 -1.0953 1.66 0.04 -1.57 -0.421
C 1.1006 -1.8813 -1.1612 0.03 2.72 -1.27 -0.204
C 2.3040 -1.2604 -0.4643 0.80 -0.74 1.38 -0.615
C 1.4009 -2.2454 -2.6527 0.58 0.27 0.66 -0.609
H -2.5616 4.3999 2.3471 -0.17 -0.10 -0.16 0.246
H -1.6074 3.6100 3.6009 -0.68 -0.59 -0.16 0.252
H -0.8011 4.0933 2.3009 0.18 0.00 -0.94 0.242
H -0.1218 -0.8140 1.0758 0.31 0.42 -0.07 0.197
H -1.3440 -1.6673 0.1944 -1.07 1.09 1.08 0.190
H -0.9053 -1.2786 -1.7982 0.71 1.21 0.21 0.208
H 0.2258 0.2118 -1.2996 -0.26 -1.34 -0.84 0.215
H 0.9039 -2.8118 -0.7059 -0.73 -1.03 0.84 0.197
H 2.2241 -1.3295 0.6878 0.07 0.38 -1.82 0.210
H 2.5212 -0.2303 -0.7786 -0.29 -0.21 0.19 0.212
H 3.1953 -1.8565 -0.7424 -0.27 0.26 0.28 0.210
H 1.6257 -1.4148 -3.3395 0.14 -0.10 0.54 0.210
H 0.5313 -2.6988 -3.0136 -1.72 -0.52 -0.80 0.203
H 2.1203 -3.0710 -2.7991 0.27 0.67 0.48 0.211
```
Forces are in eV/Å.